Record 1
Molecular formula: C3H6S
Method: DFT, wB97M-V/def2-TZVPD

Computed properties:
orbital gap	10.066	eV
SMILES	SC1CC1
electronic energy	-516.01977	a.u.
largest force on an atom	0.0976	hartree/bohr

The geometry in ORCA input format:
```
! RIJCOSX wB97M-V def2-TZVPD def2/J DEFGRID3
* xyz 0 1
C -0.727 0.737 -0.373
C -0.554 -0.614 0.117
C 0.392 0.468 0.543
S 2.065 0.148 -0.192
H -0.643 1.072 -1.371
H -1.588 1.181 0.108
H -1.124 -1.147 0.960
H -0.227 -1.346 -0.587
H 0.571 0.525 1.536
H 1.835 -1.023 -0.741
*
```



Record 2
Molecular formula: C4H10O2S2
Method: DFT, wB97M-V/def2-TZVPD

Computed properties:
orbital gap	9.465	eV
SMILES	CSSCCC=O.O
electronic energy	-1105.19684	a.u.
largest force on an atom	0.0759	hartree/bohr

The geometry in ORCA input format:
```
! RIJCOSX wB97M-V def2-TZVPD def2/J DEFGRID3
* xyz 0 1
C -0.986 -0.428 -1.336
C -1.941 0.686 -1.424
O -3.079 0.403 -1.479
C 0.384 0.089 -1.900
S 1.709 0.838 -0.955
S 1.039 1.094 0.923
C 1.427 -0.395 1.901
H -1.095 -0.979 -0.360
H -1.363 -1.300 -1.956
H -1.688 1.667 -1.065
H 0.033 0.758 -2.730
H 0.798 -0.926 -2.280
H 2.143 -0.188 2.695
H 1.714 -1.317 1.407
H 0.526 -0.593 2.383
H -2.047 -3.353 3.530
H -1.322 -3.554 2.296
O -1.293 -3.006 3.123
*
```



Record 3
Molecular formula: C26H25AuN4
Method: DFT, wB97M-V/def2-TZVPD

Computed properties:
orbital gap	5.793	eV
electronic energy	-1360.44034	a.u.
largest force on an atom	0.0089	hartree/bohr

The geometry in ORCA input format:
```
! RIJCOSX wB97M-V def2-TZVPD def2/J DEFGRID3
* xyz 0 1
Au 0.266 0.207 -1.029
C -0.103 2.117 2.230
C -1.477 1.447 2.405
C -1.368 -0.036 2.638
C -1.514 -0.551 3.924
C -1.338 -1.907 4.137
C -1.016 -2.709 3.056
C -0.901 -2.110 1.811
N -1.081 -0.811 1.592
N 0.377 2.166 0.867
C -0.299 3.096 0.001
C -1.478 2.578 -0.831
C -2.616 3.360 -0.966
C -3.643 2.953 -1.799
C -3.510 1.763 -2.494
C -2.355 1.026 -2.316
N -1.367 1.420 -1.505
C 1.826 2.035 0.719
C 2.379 0.625 0.866
C 3.287 0.360 1.843
C 3.867 -0.945 1.880
C 3.540 -1.854 0.945
C 2.587 -1.553 -0.111
N 2.003 -0.292 -0.072
H 0.631 1.564 2.820
H -0.148 3.136 2.653
H -2.114 1.648 1.541
H -1.967 1.898 3.271
H -1.755 0.112 4.746
H -1.445 -2.327 5.129
H -0.853 -3.772 3.165
H -0.639 -2.713 0.950
H 0.416 3.478 -0.734
H -0.663 3.969 0.561
H -2.688 4.285 -0.410
H -4.536 3.557 -1.904
H -4.281 1.403 -3.159
H -2.191 0.089 -2.831
H 2.359 2.683 1.428
H 2.087 2.366 -0.288
H 3.572 1.126 2.551
H 4.575 -1.200 2.660
H 3.969 -2.848 0.954
H 2.976 -3.354 -1.084
C 2.340 -2.476 -1.084
C 1.414 -2.345 -2.230
C 0.024 -2.435 -2.071
C -0.842 -2.362 -3.156
C -0.340 -2.195 -4.440
C 1.033 -2.119 -4.622
C 1.893 -2.196 -3.534
H -0.378 -2.618 -1.082
H -1.909 -2.468 -2.996
H -1.009 -2.144 -5.289
H 1.441 -2.001 -5.618
H 2.963 -2.127 -3.688
*
```



Record 4
Molecular formula: C18H19S3SbTeV
Method: DFT, wB97M-V/def2-TZVPD

Computed properties:
orbital gap	6.726	eV
electronic energy	-3343.83624	a.u.
largest force on an atom	0.0390	hartree/bohr

The geometry in ORCA input format:
```
! RIJCOSX wB97M-V def2-TZVPD def2/J DEFGRID3
* xyz 1 1
V -0.298 0.450 1.080
S 1.512 -1.137 4.943
Sb -0.039 0.321 4.419
S 0.942 1.600 2.280
S -1.281 -0.851 2.370
C -4.482 3.628 1.153
C -3.444 3.585 0.013
C -4.133 3.235 -1.315
C -2.718 4.936 -0.093
C -2.468 2.540 0.338
C -1.649 1.668 0.596
H -5.209 4.416 0.941
H -4.005 3.846 2.110
H -5.012 2.677 1.236
H -4.888 3.994 -1.530
H -4.626 2.263 -1.260
H -3.417 3.219 -2.136
H -3.455 5.726 -0.259
H -2.016 4.938 -0.928
H -2.170 5.163 0.823
Te 1.181 -0.271 -0.989
C 0.612 -2.240 -1.501
C 0.040 -3.101 -0.576
C -0.167 -4.425 -0.938
C 0.193 -4.870 -2.203
C 0.747 -3.991 -3.123
C 0.961 -2.663 -2.777
C 2.963 -0.838 0.007
C 4.151 -0.610 -0.674
C 5.344 -1.043 -0.107
C 5.334 -1.686 1.123
C 4.134 -1.896 1.794
C 2.936 -1.475 1.238
H -0.250 -2.763 0.407
H -0.612 -5.107 -0.225
H 0.037 -5.907 -2.475
H 1.015 -4.334 -4.115
H 1.391 -1.976 -3.497
H 4.159 -0.099 -1.628
H 6.278 -0.874 -0.631
H 6.266 -2.021 1.566
H 4.124 -2.385 2.762
H 2.015 -1.640 1.781
*
```



Record 5
Molecular formula: C16H24O12
Method: DFT, wB97M-V/def2-TZVPD

Computed properties:
orbital gap	10.638	eV
SMILES	C[C@H]1COC(=O)O1.C[C@H]1COC(=O)O1.C[C@H]1COC(=O)O1.C[C@H]1COC(=O)O1
electronic energy	-1527.00057	a.u.
largest force on an atom	0.0387	hartree/bohr

The geometry in ORCA input format:
```
! RIJCOSX wB97M-V def2-TZVPD def2/J DEFGRID3
* xyz 0 1
C -0.852 -4.340 5.086
C -1.894 -3.719 4.182
C -1.672 -2.221 3.988
O -2.161 -2.021 2.658
C -1.909 -3.150 1.956
O -2.099 -3.279 0.797
O -1.655 -4.154 2.842
H -1.064 -5.407 5.191
H -0.815 -3.941 6.097
H 0.113 -4.267 4.587
H -2.946 -3.829 4.457
H -0.598 -2.015 4.012
H -2.220 -1.526 4.617
C -0.610 3.374 -4.604
C -0.077 4.220 -3.468
C -1.059 4.757 -2.411
O -0.292 4.584 -1.195
C 0.837 3.874 -1.430
O 1.659 3.660 -0.591
O 0.885 3.507 -2.705
H -1.500 3.867 -4.998
H -0.909 2.370 -4.309
H 0.145 3.262 -5.381
H 0.332 5.131 -3.927
H -1.890 4.054 -2.331
H -1.193 5.831 -2.458
C -2.740 1.055 0.704
C -1.952 0.770 -0.562
C -2.386 -0.470 -1.343
O -2.896 0.004 -2.580
C -2.786 1.359 -2.625
O -3.318 2.055 -3.438
O -2.103 1.812 -1.567
H -2.307 1.840 1.311
H -2.898 0.095 1.199
H -3.768 1.282 0.395
H -0.879 0.738 -0.374
H -3.101 -1.035 -0.741
H -1.548 -1.121 -1.595
C 5.717 -0.725 0.584
C 4.760 -1.365 -0.388
C 3.830 -2.445 0.205
O 2.533 -1.987 -0.104
C 2.583 -0.723 -0.593
O 1.635 -0.038 -0.752
O 3.839 -0.403 -0.891
H 5.228 -0.067 1.313
H 6.450 -0.075 0.110
H 6.194 -1.454 1.244
H 5.334 -1.731 -1.241
H 3.985 -2.562 1.280
H 4.039 -3.431 -0.213
*
```



Record 6
Molecular formula: C4H12O
Method: DFT, wB97M-V/def2-TZVPD

Computed properties:
orbital gap	11.388	eV
SMILES	CCC.CO
electronic energy	-234.79693	a.u.
largest force on an atom	0.0351	hartree/bohr

The geometry in ORCA input format:
```
! RIJCOSX wB97M-V def2-TZVPD def2/J DEFGRID3
* xyz 0 1
C -1.221 2.090 -0.372
O -1.260 3.197 -1.308
H -1.599 2.841 -2.107
H -0.232 2.086 0.069
H -1.407 1.224 -1.014
H -1.959 2.094 0.418
C 0.911 -0.711 0.104
C -0.410 -1.399 -0.160
C 1.734 -1.404 1.165
H 1.465 -0.583 -0.846
H 0.691 0.328 0.356
H -0.788 -1.912 0.706
H -0.323 -2.220 -0.904
H 1.287 -1.183 2.143
H 1.554 -2.487 1.100
H -1.224 -0.796 -0.570
H 2.782 -1.163 1.221
*
```



Record 7
Molecular formula: C4H2ClN2O2
Method: DFT, wB97M-V/def2-TZVPD

Computed properties:
orbital gap	7.879	eV
SMILES	[H]/N=C(/C(=O)[O-])[C@@H](Cl)C#N
electronic energy	-873.85552	a.u.
largest force on an atom	0.0425	hartree/bohr

The geometry in ORCA input format:
```
! RIJCOSX wB97M-V def2-TZVPD def2/J DEFGRID3
* xyz -1 1
C -0.422 0.644 1.679
C -0.079 -0.480 -0.578
C 1.403 -1.043 -0.439
C -0.196 0.912 0.279
N -0.671 0.464 2.786
N -0.959 -1.030 -1.269
O 2.228 -0.274 0.084
O 1.643 -2.153 -0.914
Cl -1.692 1.816 -0.280
H 0.639 1.691 0.123
H -1.893 -0.547 -1.471
*
```